Record 1
Molecular formula: C33H60O21
Method: DFT, ωB97M-V with the def2-TZVPD basis set

Calculated values
E_LUMO (spin up / spin down): -4.46 / -9.07 eV
orbital gap (spin up / spin down): 0.25674 / 0.08741 hartree
E_tot: -2873.0145 a.u.
⟨S²⟩: 0.76
molecular weight: 792.82 g mol⁻¹

```
! wB97M-V def2-TZVPD RIJCOSX def2/J DEFGRID3
* xyz 1 2
O -4.4630 3.6329 3.9998
O -3.8650 -1.5816 0.6005
O 4.6083 -1.2948 4.3418
O -4.5963 -3.7171 0.6400
O -1.3207 0.4543 -3.4986
O -1.0210 -1.8479 -2.9906
O 0.1928 0.2719 -0.8760
O 4.7338 1.9905 -4.6626
O -5.2766 2.2702 2.5727
O 1.8917 1.7772 -0.4370
O -4.2503 1.9085 -1.7079
O 0.4398 5.9332 1.6491
O 4.1433 0.0153 -5.6444
O -1.9272 -1.3136 -4.9682
O -1.9053 6.0115 1.9963
O 5.8857 -0.9662 2.3789
O -2.8822 2.3039 0.0581
O 2.5201 -5.6340 2.2135
O -5.5920 4.4975 2.3649
O 0.5375 0.9487 1.1548
O 3.2693 -3.4584 1.9146
C 0.8968 8.1785 2.5405
C 4.1355 0.9156 -4.6133
C 5.1384 -0.2297 0.1326
C -4.4543 1.3984 3.4041
C 3.4116 -4.8185 1.8458
C 3.0789 0.5929 -3.4640
C 4.7089 -5.3331 1.3295
C -5.1829 3.5067 2.9687
C 2.1128 -2.7691 2.2827
C -5.9866 0.3109 -1.6458
C -1.4194 -0.7860 -3.7648
C 5.5917 -1.5774 3.6499
C -2.6301 -4.5163 -0.4284
C -4.6165 -2.4194 0.9890
C -5.2531 1.4630 -0.8233
C -2.2114 3.2778 -1.9191
C 5.0717 0.1605 -6.7504
C 1.5928 -3.0167 3.6759
C -1.4057 -3.0902 -3.6461
C -3.1823 2.4480 -1.0946
C -5.6559 -2.2034 2.1093
C 4.8891 -1.0939 -7.6441
C -3.7955 2.4107 4.3030
C -4.0672 -4.0471 -0.6498
C 5.0138 -0.0542 1.6768
C -0.7809 5.4240 1.9683
C -0.7161 4.0120 2.5130
C -0.5295 0.1400 1.2405
C 0.9061 1.1173 -0.1118
C -0.7869 -0.3668 -0.1110
C -1.7140 -2.6506 -5.0490
C 6.4811 -2.6621 4.1808
C 0.5683 7.3015 1.3263
H -6.6779 -2.2318 1.7312
H -1.3689 0.7650 1.5451
H 4.9974 -1.2602 -0.1932
H -1.3484 3.4161 -1.2678
H -5.1919 -0.4054 -1.8545
H -6.5738 0.4392 -2.5552
H -4.0548 -3.1921 -1.3258
H 2.9037 1.3882 -2.7395
H 1.4920 7.5765 3.2271
H 2.1398 0.1964 -3.8500
H 5.4625 -1.0095 -8.5673
H -0.5567 -3.7711 -3.7055
H 1.3339 -3.0313 1.5667
H -2.5975 -5.3843 0.2301
H -2.7217 2.4904 4.1334
H -4.7229 -4.7754 -1.1270
H -6.0041 2.1530 -0.4387
H -1.7783 -0.1206 -0.4912
H 5.4001 0.9192 1.9790
H -4.0039 2.1323 5.3360
H -2.5858 4.2469 -2.2487
H -4.8635 1.0733 0.1172
H -2.2776 -3.6359 -3.2855
H -2.5480 -3.2716 -5.3761
H 6.1396 0.0143 -0.2227
H 4.7427 0.9256 -7.4536
H 3.8365 -1.1849 -7.9122
H -1.9546 -3.7756 -0.0004
H 1.4613 9.0244 2.1481
H -6.6319 -0.2087 -0.9375
H -0.5246 3.9005 3.5802
H -0.4852 -1.4139 -0.1374
H -2.2623 -4.8048 -1.4131
H 7.4276 -2.6457 3.6406
H -0.0299 3.3534 1.9806
H 5.8955 -3.5812 4.1623
H 2.1509 -1.7371 1.9342
H 4.0303 -0.1266 2.1412
H -0.9310 -2.7969 -5.7931
H 3.4096 -0.2639 -2.8770
H 6.5818 -2.4517 5.2456
H 4.6160 -6.2616 0.7662
H 0.5085 -2.9135 3.7187
H 5.0548 -4.7201 0.4972
H -4.9728 0.6090 3.9483
H -1.7009 3.5782 2.3397
H 5.2693 -1.9232 -7.0476
H 5.3996 -5.5577 2.1422
H -5.4127 -1.2204 2.5125
H 1.5533 -4.0295 4.0768
H -1.8155 2.8042 -2.8174
H 6.0719 0.4946 -6.4745
H -5.3716 -2.9968 2.8005
H -0.5176 -0.7254 1.9031
H 4.4701 0.4148 -0.4384
H 1.5249 7.3930 0.8118
H 2.1527 -2.3576 4.3394
H -3.6681 1.0493 2.7346
H -0.2288 7.6448 0.6669
H 0.0249 8.5581 3.0731
*
```



Record 2
Molecular formula: C33H61BCl2MnN3O38
Method: DFT, ωB97M-V with the def2-TZVPD basis set

Calculated values
E_LUMO (spin up / spin down): -3.72 / -4.25 eV
orbital gap (spin up / spin down): 0.28078 / 0.26137 hartree
E_tot: -6413.4654 a.u.
⟨S²⟩: 8.75
molecular weight: 1244.49 g mol⁻¹

```
! wB97M-V def2-TZVPD RIJCOSX def2/J DEFGRID3
* xyz 1 6
Mn 0.7344 -1.7359 -4.9948
Cl -6.0300 4.3018 3.0826
Cl -4.9860 1.3099 2.8425
O 1.0911 -5.7846 -3.8973
O 0.6363 -2.0908 -2.8088
O 0.3112 -3.0977 -0.1185
O -2.1412 -3.2932 2.3223
O 7.1666 2.6764 4.6081
O 3.5621 -2.9754 5.0296
O -4.1263 -0.2311 -2.4762
O 0.8603 3.5307 0.5500
O 0.6164 5.4235 -4.2982
O 3.4920 -2.3565 1.4096
O -1.3244 -2.3307 -4.8887
O 1.0505 -3.8119 -4.9405
O 1.9551 -1.4779 4.5128
O -3.3698 -3.0029 0.4299
O -5.7090 0.7789 -1.2806
O 5.0559 2.2948 4.0141
O -6.2785 -0.8599 -2.4789
O -2.8028 5.0583 -1.4438
O 3.6601 0.1592 -2.8981
O -1.9715 2.8847 0.6563
O -1.0850 4.7498 6.6663
O -2.9121 -3.0101 -6.2364
O 2.0770 -3.5614 3.6105
O -2.3978 -4.8824 0.7642
O 5.9677 0.9267 5.3276
O 0.9985 1.3783 -0.0627
O 0.3180 -0.9104 0.3911
O -1.4587 4.2294 4.5266
O 3.8957 1.0106 -4.8814
O 2.1335 -0.2992 -4.4090
O -1.2684 0.8951 -0.1979
O 1.4716 -5.6491 -6.0221
O 4.1116 -1.1983 -0.2770
O 2.6297 4.6510 -4.1450
O -3.2923 -3.0278 -4.0925
O 0.3377 -0.1328 -1.8071
O -2.9753 5.2592 5.6125
O -3.5598 5.7580 0.4314
N 3.8818 -1.3338 0.9172
N -2.6642 5.5143 -0.3308
N 1.4688 4.7411 -3.7726
C 4.0365 -0.1456 1.8098
C 3.5144 1.1346 -6.2429
C -1.2896 5.7559 0.1299
C -6.0435 -1.8116 -3.4979
C 1.4446 -7.0662 -6.1159
C 1.0281 3.8189 -2.6888
C 0.3471 2.4865 0.3140
C -5.2621 -0.0944 -2.1250
C 4.9555 0.7382 -2.6139
C 0.5018 -1.4123 -1.8211
C -0.1458 3.7365 4.3276
C 5.1286 3.2413 2.9677
C 7.0887 0.3907 6.0168
C -3.5808 -1.5864 0.5755
C 3.1680 0.2800 -4.0775
C -2.4583 -2.7619 -5.0421
C -1.1460 2.1188 0.3145
C 4.2810 -2.0720 5.8559
C -3.4884 5.9603 6.7569
C -4.2815 -3.3351 -6.4426
C 6.1722 2.0468 4.6697
C -1.7558 4.7717 5.6943
C 2.4556 -2.5604 4.3990
C -3.8701 2.6268 3.3245
C -1.5041 -5.7303 1.4732
C 0.8362 -3.5028 2.8969
C -4.3116 3.9307 2.6901
C -4.7733 1.7699 -0.7883
C 0.3402 -1.9561 -0.3881
C -2.6033 -3.6625 1.2970
C 0.7859 -5.1717 -2.6369
C -2.9315 -2.8057 -2.7060
C 1.1798 -5.0222 -4.9357
B 0.0690 0.3166 -0.4181
H 4.9544 1.8219 -2.6366
H 0.0353 3.6734 3.2583
H 5.5976 0.4361 -3.4514
H -4.5058 -3.1926 -7.4960
H 0.5170 -5.9634 -1.9372
H 3.8764 2.0834 -6.6344
H 0.0251 2.7909 4.8362
H 1.6326 -4.6367 -2.2249
H 0.5643 4.4719 4.7159
H -0.5903 5.4361 -0.6227
H 5.4435 0.2954 -1.7589
H 3.0856 -0.0045 2.3182
H -4.4851 -1.3538 0.0168
H 2.4531 -7.4626 -6.0167
H -3.9120 1.2896 -0.3299
H -2.5243 -3.7257 -2.2938
H -2.2401 -1.9674 -2.6294
H -4.4354 2.3381 -1.6549
H -3.8122 -2.5244 -2.1461
H -4.4648 -4.3833 -6.2146
H -2.8646 2.2637 3.1663
H -5.5888 -2.7096 -3.0801
H -4.3003 3.8592 1.6090
H 0.6243 -2.5323 2.4684
H -1.1350 5.2217 1.0593
H -0.1056 -4.5519 -2.6764
H 4.2867 -1.0901 5.3779
H 3.8133 -1.9367 6.8312
H 4.5616 4.1286 3.2455
H 5.3024 -2.4239 5.9450
H 0.8607 -4.2397 2.1078
H 7.2840 1.0336 6.8736
H 0.7925 -7.5021 -5.3668
H -5.4372 -1.3638 -4.2885
H -0.4585 -5.4673 1.3111
H -2.7988 -1.0400 0.0358
H 7.9872 0.2745 5.4168
H -3.7742 4.7821 3.0857
H -3.4193 5.3474 7.6537
H 6.1343 3.5485 2.6948
H 0.0203 -3.7665 3.5676
H 2.4391 1.0935 -6.3966
H 4.8193 -0.4101 2.5138
H 0.8115 4.3941 -1.8018
H 1.0945 -7.3564 -7.1022
H -4.5173 6.2207 6.5518
H 3.9889 0.3937 -6.8935
H -1.6185 -6.7405 1.0740
H -6.9916 -2.0852 -3.9541
H 4.2066 0.7327 1.2108
H -3.9993 2.7561 4.4012
H -1.1127 6.8133 0.3197
H -5.3116 2.3691 -0.0700
H -4.9572 -2.6952 -5.8822
H 6.8076 -0.5901 6.3854
H 4.6420 2.7997 2.1051
H 1.7881 3.0661 -2.5299
H -2.8736 6.8519 6.8895
H 0.1545 3.2563 -3.0143
H -1.7289 -5.7922 2.5367
H -3.6597 -1.2400 1.6018
*
```



Record 3
Molecular formula: C33H62F10N9O5S
Method: DFT, ωB97M-V with the def2-TZVPD basis set

Calculated values
E_LUMO: -3.02 eV
orbital gap: 0.30146 hartree
E_tot: -3560.1518 a.u.
molecular weight: 886.96 g mol⁻¹

```
! wB97M-V def2-TZVPD RIJCOSX def2/J DEFGRID3
* xyz 1 1
S 2.4909 0.0077 2.8114
F 4.5548 1.9994 -2.0409
F 0.6524 2.0474 -1.5737
F 1.7546 -0.9872 -2.5833
F 0.7472 3.1695 0.6739
F 3.7219 -0.4860 -0.7644
F 2.7598 1.7582 -3.2436
F 0.2187 0.7637 -3.2511
F 2.7922 1.4252 -0.2654
F 4.2421 0.1798 -3.1772
F 1.2246 -0.9047 -0.4694
O -2.7038 4.2123 -3.1816
O 3.2227 -3.7965 6.2019
O 1.4538 2.1505 4.1185
O 1.9674 -4.9547 -4.2879
O -3.2360 0.5144 4.1032
N -2.3816 0.0023 0.4875
N -1.3363 -1.2339 -4.4945
N -0.8487 -2.2432 -2.4298
N -0.4585 1.1726 0.8360
N -3.1075 -2.0059 -3.0785
N -0.9667 0.4092 -1.3783
N 2.5513 3.8150 3.1930
N -5.0823 -0.5818 -0.3046
N 2.9535 2.6302 2.5729
C -1.9870 -0.0062 -2.3716
C 3.8619 -6.1304 -5.3430
C -0.1710 -0.7870 2.4252
C -0.8483 0.5556 2.1381
C -4.3112 -1.4867 0.1113
C 1.6849 3.4831 4.0715
C 0.3552 0.7954 -1.9166
C 2.2909 1.6958 3.1529
C 2.4132 -5.6846 -5.4224
C 4.0951 -2.7622 6.6269
C 0.9474 -0.6723 3.4552
C -0.5667 3.8828 -4.3501
C -1.5083 3.3410 -0.0161
C -2.8116 -1.3838 0.2668
C -4.3274 1.4131 4.2955
C 1.5581 -0.1641 -1.5320
C 2.6588 -3.7540 -4.0104
C -4.6361 3.9091 4.6064
C -3.2447 -0.2201 2.9075
C -1.7905 -1.3864 -3.1233
C 3.6482 1.1291 -2.4593
C 3.7927 -4.7823 5.3568
C -2.3371 0.4978 1.9199
C -1.2578 0.5033 -0.0783
C 2.5892 -2.7189 -5.1218
C -0.5052 2.6588 0.8842
C 4.6550 -1.9307 5.4862
C 2.9311 0.5084 -1.2204
C -2.4085 5.4926 -2.6387
C 4.9551 -5.5388 5.9743
C -2.0826 3.9108 -4.4224
C -4.1026 2.8093 3.6981
C -2.8055 6.6529 -3.5311
H 4.0289 -6.7337 -4.4502
H -4.5890 2.8746 2.7239
H -1.7820 -0.4560 -4.9640
H 3.8329 -1.5179 4.9004
H 2.2375 -5.1125 -6.3403
H -4.4044 4.8931 4.2068
H 5.8050 -4.8888 6.1839
H 1.7598 -6.5554 -5.4624
H -0.2532 3.1813 -3.5819
H -2.4277 4.5866 -5.2104
H 4.0926 -4.3423 4.3977
H -2.8846 -1.2226 3.1362
H -3.8689 6.6081 -3.7670
H 5.2955 -6.3154 5.2889
H -4.1801 3.8317 5.5917
H 5.2580 -1.1100 5.8751
H -0.1449 3.5666 -5.3045
H 4.1099 -6.7306 -6.2183
H -2.4733 -2.0325 1.0741
H -2.6030 7.5947 -3.0214
H -2.2489 6.6603 -4.4685
H -3.0260 2.9292 3.5737
H -4.4399 1.5015 5.3736
H -0.1379 -2.5857 -3.0646
H -1.3337 -3.0598 -2.0793
H 3.4818 -2.1336 7.2730
H -2.0631 0.7921 -3.1034
H -2.5209 3.2286 0.3691
H 1.5480 -2.4942 -5.3689
H -5.2409 0.9554 3.9107
H 2.9748 -5.4725 5.1484
H -0.6300 1.2147 2.9750
H -3.0968 -2.8116 -3.6950
H 1.2131 -1.6642 3.8154
H -0.7442 2.9016 1.9197
H -2.7189 1.5146 1.8526
H -2.9313 -0.0182 -1.8437
H -2.3725 -1.7690 -0.6411
H -4.5737 0.2908 -0.4747
H 4.9023 -3.1632 7.2488
H 4.5533 -5.2870 -5.3171
H 4.6502 -6.0109 6.9086
H -1.2718 4.4011 -0.0059
H 0.6148 -0.1130 4.3265
H -0.9042 -1.4770 2.8435
H 3.7024 -3.9523 -3.7419
H -1.3468 5.5620 -2.3721
H 3.0773 -3.0554 -6.0359
H -0.3330 -1.1235 -4.5641
H -3.8443 -1.3798 -3.3814
H 3.0814 -1.7988 -4.8043
H 0.2152 -1.2372 1.5177
H -4.2461 -0.3057 2.4801
H -1.4877 3.0218 -1.0535
H 5.2873 -2.5175 4.8188
H -4.7299 -2.4540 0.3792
H -2.9765 5.5341 -1.7080
H 1.1706 4.1686 4.7188
H -0.1401 4.8562 -4.1077
H 2.1771 -3.3647 -3.1114
H -2.4576 2.9175 -4.6791
H -5.7152 3.8321 4.7181
*
```



Record 4
Molecular formula: C33H67BFN5O7
Method: DFT, ωB97M-V with the def2-TZVPD basis set

Calculated values
E_LUMO (spin up / spin down): -1.85 / -1.85 eV
orbital gap (spin up / spin down): 0.29751 / 0.33420 hartree
E_tot: -2222.5881 a.u.
⟨S²⟩: 0.75
molecular weight: 675.74 g mol⁻¹

```
! wB97M-V def2-TZVPD RIJCOSX def2/J DEFGRID3
* xyz 1 2
F -3.2711 4.7692 1.2648
O -0.9197 3.2614 0.5016
O -5.7138 2.1998 -4.5435
O -2.4115 1.6545 1.4967
O -7.3340 2.6369 -3.0534
O -0.7922 -0.7178 -5.3922
O 0.0322 0.3547 2.2548
O 3.4422 -3.7179 4.3302
N -4.4409 2.3629 -0.0755
N -4.2377 3.1311 -2.9809
N 4.4962 -4.3422 4.7420
N 0.3798 -1.4667 0.9203
N -3.1486 2.7580 -0.5625
C 5.6761 -2.6743 3.3642
C -6.4793 0.4228 -3.1190
C 2.8203 -5.6782 5.9538
C 5.6923 -3.4420 4.6802
C 1.7297 1.0828 -4.5078
C 4.2063 -5.0497 6.0344
C -3.1420 4.1849 -1.0186
C -0.9466 -0.0275 -6.6126
C -3.8421 4.3855 -2.3706
C 0.3042 3.2657 -4.4459
C -1.7569 -1.7828 -0.3292
C 1.1603 -0.2644 -4.0138
C -4.9447 3.3417 -4.2195
C -3.1803 2.1175 -3.0470
C -2.0382 2.3695 -4.0459
C -3.7961 5.0864 0.0043
C -2.6720 1.7712 -1.6433
C 1.2419 2.2958 -3.6933
C -3.5856 6.5597 -0.3127
C -2.8902 0.3263 -1.1872
C -1.5596 -0.4398 -1.0552
C 0.5266 -1.1435 -5.0818
C 5.6784 -2.4783 5.8664
C 5.5163 -3.1936 7.2064
C 7.0102 -4.2342 4.6632
C 4.2597 -4.0626 7.2024
C 0.7948 -0.5150 1.8491
C 1.1860 -2.7066 0.9024
C -6.5723 1.8469 -3.5361
C -1.0374 3.4874 -3.7449
C 5.1863 -6.2134 6.2737
C 2.2298 -0.5473 2.2927
C -1.0575 -1.8043 1.0327
B -2.0893 2.5570 0.5669
H -3.4715 7.1041 0.6208
H 1.9114 -0.8294 -3.4627
H 5.3493 -6.7798 5.3563
H 6.5876 -2.0813 3.2933
H 6.4008 -3.7969 7.4251
H 2.1777 -2.5208 0.5025
H 4.1822 -4.6222 8.1366
H -4.8671 4.8844 0.0433
H -2.4423 2.4877 -5.0502
H -4.7559 4.9657 -2.2252
H 5.4469 -2.4567 8.0081
H 2.8147 1.0254 -4.4363
H 1.1559 -1.1585 -5.9756
H -5.7963 0.3404 -2.2722
H -1.4454 4.4307 -4.1173
H 0.3518 -0.0422 -3.3157
H -5.1637 2.7053 -0.6957
H -7.4587 0.0932 -2.7803
H -1.5686 -1.1352 1.7166
H 2.7427 -6.3454 5.0944
H 0.4415 -2.1608 -4.6978
H -5.6174 4.1884 -4.0662
H -3.4082 0.2731 -0.2349
H -1.9974 1.8084 2.3553
H 4.7654 -6.8925 7.0141
H -4.4798 6.9567 -0.7909
H 2.8806 -0.8072 1.4628
H 2.1069 2.8590 -3.3447
H 7.0331 -4.9268 3.8213
H 5.6444 -3.3529 2.5109
H 6.6017 -1.8958 5.8575
H -0.3440 -0.4713 -7.4080
H 2.0331 -4.9321 5.8785
H 0.1489 2.9591 -5.4799
H 7.8397 -3.5366 4.5495
H -1.4097 -2.6160 -0.9402
H 2.3700 -1.2165 3.1397
H -0.8436 3.6293 -2.6798
H 1.4863 1.2304 -5.5592
H -3.2019 4.9977 -3.0139
H -1.1999 -0.6472 -2.0614
H -3.5025 -0.2277 -1.8981
H -1.9955 -0.0784 -6.8960
H -6.1479 -0.2343 -3.9185
H 0.7331 1.9508 -2.7874
H -3.6680 1.2149 -3.4146
H 4.8306 -1.9926 3.2955
H -2.1108 4.5143 -1.1205
H -2.8216 -1.9574 -0.1588
H -1.5871 1.9046 -1.6716
H -0.1890 2.7349 0.1559
H -2.7449 6.7338 -0.9797
H 2.4806 0.4651 2.5994
H 0.7009 -3.4154 0.2366
H 2.6442 -6.2614 6.8568
H -4.3083 3.5742 -5.0740
H -1.1442 -2.8125 1.4424
H 3.3837 -3.4079 7.1553
H 4.8579 -1.7642 5.7408
H -0.8382 0.1475 -0.4853
H -4.5578 2.6301 0.8905
H -0.6671 1.0279 -6.5302
H 6.1505 -5.9029 6.6661
H 0.7986 4.2372 -4.4848
H -1.4865 1.4208 -4.0733
H 7.2070 -4.7971 5.5686
H 1.2709 -3.1469 1.8960
*
```



Question: Which of these has the lowest molecular weight?
Answer: C33H67BFN5O7